{
  "formula": "C29H24AlN3O3S2Sb",
  "method": "ωB97M-V with the def2-TZVPD basis set",
  "e_above_lowest_kj_mol": 49.5,
  "e_homo_ev": -10.82,
  "total_energy_ev": -75877.45903,
  "gap_ev": 7.6,
  "lumo_ha": -0.1185,
  "total_charge": 1,
  "symbols": ["Al", "O", "C", "C", "C", "C", "C", "C", "C", "O", "N", "N", "C", "S", "C", "C", "S", "H", "H", "H", "H", "H", "H", "H", "H", "H", "O", "C", "N", "C", "C", "C", "C", "C", "C", "Sb", "C", "C", "C", "C", "C", "C", "C", "C", "C", "C", "C", "C", "H", "H", "H", "H", "H", "H", "H", "H", "H", "H", "H", "H", "H", "H", "H"],
  "xyz": [[0.02378, -3.28355, 14.20085], [0.73137, 0.00351, 17.89428], [-0.56527, -0.05032, 17.89570], [-1.27480, 0.40735, 19.03457], [-2.63259, 0.21356, 19.13219], [-3.30173, -0.44364, 18.03941], [-2.63945, -0.84076, 16.94162], [-1.28826, -0.68864, 16.82739], [-0.51195, -1.31910, 15.74954], [-1.10589, -2.30685, 15.04772], [0.77513, -1.13396, 15.64284], [1.31846, -1.98244, 14.69392], [2.54271, -1.68605, 14.37048], [3.38186, -0.47828, 15.19393], [5.00735, -0.87963, 14.44257], [4.94746, -2.36658, 14.17376], [3.41838, -2.67374, 13.23824], [1.05728, -0.27129, 17.01284], [-0.66031, 0.90213, 19.80121], [-3.11736, 0.59093, 20.03257], [-4.37225, -0.60525, 18.12602], [-3.15094, -1.32083, 16.14420], [5.80705, -0.57992, 15.16447], [5.17504, -0.38149, 13.52840], [4.93278, -2.97346, 15.05640], [5.78721, -2.68317, 13.61889], [-0.92949, -4.87027, 10.54849], [-0.49373, -4.36460, 11.49734], [-0.10156, -3.91092, 12.55247], [1.96925, -9.31288, 14.28225], [2.24521, -8.12923, 13.58577], [1.79069, -6.93841, 14.12481], [1.14216, -6.96319, 15.32105], [0.93614, -8.10542, 16.04794], [1.27921, -9.32472, 15.51923], [0.67430, -5.10856, 16.08178], [2.52634, -4.50095, 16.87607], [3.68786, -5.24639, 16.60769], [4.92881, -4.79246, 17.08107], [5.02302, -3.62622, 17.81581], [3.87597, -2.90497, 18.11838], [2.64167, -3.34443, 17.63461], [-0.34116, -5.29260, 17.88608], [-1.44147, -4.40819, 17.98807], [-2.12519, -4.31448, 19.17673], [-1.77470, -5.14216, 20.25564], [-0.58956, -5.88913, 20.17232], [0.15309, -5.92852, 19.01218], [2.30486, -10.25897, 13.85503], [2.77935, -8.15506, 12.65759], [2.03261, -6.04024, 13.61077], [0.46688, -8.14087, 17.02235], [1.00217, -10.24377, 16.05205], [3.62571, -6.13086, 16.02407], [5.85210, -5.38697, 16.86654], [6.00540, -3.38032, 18.17516], [3.95470, -1.95742, 18.68300], [1.75254, -2.77162, 17.91855], [-1.71209, -3.73596, 17.22156], [-3.02995, -3.70282, 19.25627], [-2.35104, -5.03491, 21.15304], [-0.28796, -6.41873, 21.05031], [1.17436, -6.40465, 19.01300]],
  "forces_ev_per_a": [[0.40, -0.68, -0.68], [1.66, 0.79, 0.47], [-2.50, -0.85, -0.32], [0.87, 0.06, -0.29], [0.23, -0.38, -1.12], [-1.10, 1.18, 2.63], [-0.45, -0.49, -0.57], [2.81, 0.75, 0.38], [-0.93, -1.22, 0.76], [-0.55, 1.54, 0.55], [-0.73, 0.35, -0.38], [0.55, 0.32, -0.68], [-0.42, -1.14, 0.03], [0.88, 0.97, 0.20], [0.06, -0.58, 1.56], [-0.21, 0.30, 0.12], [0.13, -0.03, 0.10], [0.32, -0.09, -0.01], [-0.52, -0.28, -0.26], [-0.27, -0.31, -0.41], [0.13, 0.05, -0.11], [-0.48, -0.35, -0.53], [-0.72, -0.39, -0.47], [-0.06, 0.94, -0.99], [-0.21, -0.19, 0.69], [0.88, -0.35, -0.99], [0.34, 0.26, -0.23], [-0.27, -0.12, 1.33], [0.02, 0.01, -0.56], [-0.12, -0.57, 0.14], [-0.46, -0.89, 0.91], [0.70, -0.97, -0.85], [-0.24, 1.01, 0.96], [-0.65, -1.01, 0.62], [0.74, -0.27, -1.22], [0.27, 0.39, 0.24], [1.14, -0.34, -0.21], [0.14, 1.25, 0.50], [0.23, -1.18, -0.63], [-0.11, -0.38, 0.10], [0.05, 0.61, -0.03], [-0.27, 0.58, 0.55], [-0.72, 1.53, -0.28], [0.81, -1.01, 0.88], [-0.91, -0.77, 0.83], [0.83, 0.81, -1.15], [-1.14, 0.39, 0.58], [1.23, -0.66, -0.25], [-0.14, 0.23, 0.09], [0.18, -0.03, -0.30], [-0.10, 0.85, -0.37], [-0.17, 0.51, 0.04], [0.42, 0.36, -0.40], [0.04, -0.72, -0.38], [-0.97, 0.57, 0.21], [0.12, 0.51, 0.20], [-0.19, -0.74, -0.27], [0.22, -0.11, -0.20], [-0.31, 0.36, -1.12], [0.52, 0.02, -0.05], [-0.04, -0.38, 0.41], [0.38, -0.28, 0.31], [-1.32, 0.28, -0.11]]
}